Record 1
Computed, not measured: a cluster of 2 separate species, CH4N2O2S in total in a non-equilibrium geometry, with the ωB97M-V functional and the def2-TZVPD basis.

Geometry as XYZ:
```
10
Properties=species:S:1:pos:R:3:forces:R:3:lowdin_charge:R:1
O 1.299022 -1.620383 -2.043980 0.4 -2.1 -2.2 0.11
N 0.984975 -0.854826 -1.220524 0.2 2.7 1.7 -0.30
O 1.308748 -0.851494 -0.051809 0.2 -0.6 0.7 0.00
H 0.482081 0.033079 -1.463142 -0.6 -0.2 -0.4 0.14
H -1.794454 0.936989 -0.658180 1.0 -0.3 -0.4 0.06
N -0.809626 1.245979 -0.514788 -0.8 -0.1 0.6 -0.01
C -0.367162 0.808242 0.593031 -0.9 1.3 2.0 -0.68
S -1.302215 -0.316884 1.699288 1.9 -0.2 0.5 0.66
H 0.392257 1.409624 1.158153 0.1 -1.2 -1.0 0.09
H -0.193627 -0.790327 2.501952 -1.6 0.9 -1.3 -0.07
```
Positions in Å, forces in eV/Å.

The frontier orbital gap is 10.200 eV. As for the structure (SMILES): O=[NH+][O-].[H]/N=C\S. The value obtained for the LUMO energy is 0.30 eV. For the HOMO energy, the calculation gives -9.9 eV. The spin multiplicity is 1. The total charge is 0.

Record 2
Computed, not measured: a cluster of 2 separate species, C3H13N3 in total in a non-equilibrium geometry, with the ωB97M-V functional and the def2-TZVPD basis.

Geometry as XYZ:
```
19
Properties=species:S:1:pos:R:3:forces:R:3:lowdin_charge:R:1
C 3.023007 -0.565193 -0.530461 1.0 -2.5 0.5 -0.14
C 2.835356 0.761445 0.147779 -1.7 0.5 -2.1 -0.40
N 1.929612 0.791059 1.289265 -2.1 2.9 0.6 -0.04
H 2.097230 -1.199090 -0.443041 0.7 0.7 -0.6 0.08
H 3.435929 -0.453226 -1.567428 -0.9 0.0 0.7 0.08
H 3.822731 -1.219962 -0.040271 -1.0 0.9 -0.2 0.08
H 3.768819 1.166853 0.348030 1.8 0.7 1.0 0.07
H 2.474290 1.409854 -0.677656 -0.1 0.1 0.4 0.10
H 2.167754 1.639125 1.871227 0.4 -1.4 -0.4 0.07
H 0.984689 1.248186 0.985928 1.8 -1.8 0.2 0.09
N -1.643486 -0.447408 0.295907 -2.7 -3.4 1.0 0.00
C -3.120092 -0.177400 0.205583 2.3 4.2 1.1 -0.41
N -3.787532 -0.601210 -0.950896 -0.5 -0.4 -1.1 -0.03
H -1.570203 -1.414996 -0.083936 0.5 0.9 0.6 0.07
H -1.041949 0.096575 -0.241669 0.5 1.4 -1.4 0.01
H -3.650494 -0.425030 1.126045 0.5 -0.5 0.3 0.09
H -3.145168 0.967955 0.180806 -0.2 -1.3 0.2 0.12
H -3.979286 -1.596228 -0.849285 -0.7 0.4 -0.5 0.07
H -4.601207 0.018693 -1.065928 0.2 -1.2 -0.2 0.08
```
Positions in Å, forces in eV/Å.

The frontier orbital gap is 10.381 eV. As for the structure (SMILES): CCN.NCN. The value obtained for the LUMO energy is 0.94 eV. For the HOMO energy, the calculation gives -9.4 eV. The spin multiplicity is 1. The total charge is 0.

Record 3
Computed, not measured: a structure of composition C31H41N7O2Pd, with the ωB97M-V functional and the def2-TZVPD basis.

Geometry as XYZ:
```
82
Properties=species:S:1:pos:R:3:forces:R:3:lowdin_spin:R:1
Pd 0.736975 0.071967 0.380884 -0.1 0.1 0.0 0.96
C -2.313384 0.295159 6.912696 0.0 0.0 0.0 0.05
C -2.005849 0.089072 5.480330 0.0 0.0 0.0 0.24
C -2.549070 -1.011919 4.765512 0.0 0.0 0.0 0.07
C -2.250099 -1.236492 3.445430 0.0 0.0 0.0 0.09
C -2.915568 -2.341473 2.793103 0.0 0.0 0.0 0.01
N -2.830566 -2.641453 1.545250 0.0 0.0 0.0 0.04
C -3.578582 -3.739566 0.898636 0.0 0.0 0.0 0.00
C -2.677854 -4.651520 0.052364 0.0 0.0 0.0 0.00
C -2.790624 -4.466355 -1.458161 0.0 0.0 0.0 0.00
N -2.427015 -3.093785 -1.848944 0.0 0.0 0.0 0.04
C -2.955446 -2.403108 -2.803390 0.0 0.0 0.0 0.02
C -2.600331 -1.039199 -3.094491 0.0 0.0 0.0 0.08
C -3.107205 -0.456481 -4.233170 0.0 0.1 0.0 0.10
C -2.808057 0.888288 -4.579367 0.0 0.0 0.0 0.24
C -3.328501 1.496014 -5.826011 0.0 0.0 0.0 0.05
C -2.042453 1.657604 -3.667889 0.0 0.0 -0.1 -0.02
C -1.553161 1.144951 -2.499049 0.0 -0.1 0.1 0.13
C -0.886950 2.043693 -1.519133 -0.1 -0.2 -0.2 0.00
N -0.160808 2.976669 -1.945558 0.2 0.3 0.0 0.04
C 0.366888 4.027506 -1.084590 -0.1 -0.1 0.0 0.01
C 0.182138 3.989764 0.436554 0.1 -0.1 -0.1 0.00
C 1.166098 3.104402 1.239771 -0.1 0.0 -0.1 0.01
N 0.546589 1.838235 1.684741 0.1 0.1 0.1 0.14
C -0.008439 1.861788 2.830113 0.0 0.0 0.0 0.00
C -0.808465 0.798722 3.459705 0.0 0.0 0.0 0.12
C -1.166847 0.983022 4.771299 0.0 0.0 0.0 -0.01
C -1.309232 -0.368235 2.741767 0.0 0.0 0.0 0.09
O -0.982330 -0.644535 1.565593 0.0 0.0 0.0 0.23
C -1.737204 -0.271255 -2.196886 0.1 0.0 0.1 0.09
O -1.167608 -0.818353 -1.219209 0.0 0.1 -0.2 0.22
H -3.259709 -0.159313 7.201149 0.0 0.0 0.0 0.00
H -2.310346 1.351254 7.180656 0.0 0.0 0.0 0.01
H -1.529851 -0.184317 7.517089 0.0 0.0 0.0 0.03
H -3.230345 -1.674317 5.289096 0.0 0.0 0.0 0.00
H -3.568065 -2.960409 3.403986 0.0 0.0 0.0 0.00
H -2.215186 -2.046651 0.986050 0.0 0.0 0.0 0.00
H -4.368127 -3.280055 0.300249 0.0 0.0 0.0 0.00
H -4.062978 -4.301335 1.694636 0.0 0.0 0.0 0.00
H -2.938511 -5.688735 0.262573 0.0 0.0 0.0 0.00
H -1.635386 -4.546679 0.365902 0.0 0.0 0.0 0.00
H -3.802411 -4.661730 -1.812890 0.0 0.0 0.0 0.00
H -2.115819 -5.160647 -1.959825 0.0 0.0 0.0 0.00
H -1.677452 -2.610543 -1.347754 0.0 0.0 0.0 0.00
H -3.722864 -2.882645 -3.406729 0.0 0.0 0.0 0.00
H -3.740531 -1.031354 -4.900515 0.0 0.0 0.0 0.00
H -3.778191 0.765602 -6.493518 0.0 0.0 0.0 0.00
H -2.536508 2.033593 -6.352777 0.0 0.0 0.0 0.01
H -4.086458 2.248813 -5.577556 0.0 0.0 0.0 0.02
H -1.865171 2.703563 -3.890046 0.0 0.0 0.0 0.00
H -1.122302 1.896227 -0.470931 -0.2 -0.1 0.3 0.00
H -0.098273 4.939881 -1.466543 0.0 0.0 0.0 0.00
H 1.426046 4.134546 -1.333592 0.0 0.0 0.0 0.00
H -0.847061 3.750166 0.715027 0.0 0.0 0.0 0.00
H 0.341269 5.016686 0.767940 0.0 0.0 0.0 0.00
H 1.518067 3.648752 2.118120 0.0 0.0 0.0 0.00
H 2.034929 2.863317 0.627718 0.0 0.0 0.0 0.00
H 0.069314 2.767902 3.436730 0.0 0.0 0.0 0.00
H -0.804534 1.857685 5.300745 0.0 0.0 0.0 0.00
C 6.184561 -0.763261 0.799375 0.0 0.0 0.0 0.00
C 5.081498 -0.509040 1.805612 0.0 0.0 0.0 0.01
N 3.831915 -0.208163 1.084118 0.2 -0.1 0.3 0.04
C 3.766250 0.172729 -0.180371 0.0 0.1 -0.3 0.04
N 2.480569 0.356210 -0.685649 -0.1 0.0 -0.1 0.57
C 2.353317 0.692041 -2.096726 0.0 -0.1 0.0 0.07
C 3.527315 0.239359 -2.939700 0.0 0.0 0.0 0.01
C 4.798267 0.769851 -2.323581 0.0 0.0 0.0 0.01
N 4.849219 0.401977 -0.898385 0.0 0.0 0.0 0.08
C 6.176933 0.332844 -0.247495 0.0 0.0 0.0 0.01
H 6.052849 -1.735267 0.321589 0.0 0.0 0.0 0.00
H 7.147251 -0.774793 1.307426 0.0 0.0 0.0 0.00
H 5.320411 0.334586 2.455021 0.0 0.0 0.0 0.00
H 4.904452 -1.381957 2.431038 0.0 0.0 0.0 0.00
H 2.951566 -0.287622 1.568573 -0.1 0.0 0.0 0.00
H 2.228959 1.784669 -2.149717 0.0 0.0 0.0 0.03
H 1.403808 0.277080 -2.440195 0.0 0.0 0.0 0.01
H 3.418581 0.620964 -3.953762 0.0 0.0 0.0 0.00
H 3.559808 -0.850620 -2.996069 0.0 0.0 0.0 0.00
H 4.867071 1.857645 -2.408790 0.0 0.0 0.0 0.00
H 5.679996 0.343373 -2.796396 0.0 0.0 0.0 0.00
H 6.396445 1.309694 0.190580 0.0 0.0 0.0 0.01
H 6.908369 0.145321 -1.029386 0.0 0.0 0.0 0.00
```
Positions in Å, forces in eV/Å.

The frontier orbital gap (spin up / spin down) is 7.497 / 5.893 eV. The value obtained for the LUMO energy (spin up / spin down) is -11.17 / -13.38 eV. For the HOMO energy (spin up / spin down), the calculation gives -18.7 / -19.3 eV. The expectation value of S² is 6.068. The spin multiplicity is 5. The total charge is +4.

Record 4
Computed, not measured: a cluster of 2 separate species, CBrO3 in total in a non-equilibrium geometry, with the ωB97M-V functional and the def2-TZVPD basis.

Geometry as XYZ:
```
5
Properties=species:S:1:pos:R:3:forces:R:3:lowdin_charge:R:1
C -1.260592 -0.374715 -0.083534 0.1 0.2 0.0 -0.48
O -0.835683 -1.400625 0.194316 0.7 -1.4 0.4 0.17
O -1.786705 0.601977 -0.373040 -0.7 1.4 -0.4 0.19
O 1.467592 1.314230 0.257325 -0.8 0.7 0.1 -1.13
Br 2.415389 -0.140866 0.004932 0.7 -0.8 -0.2 0.25
```
Positions in Å, forces in eV/Å.

The frontier orbital gap is 6.191 eV. The value obtained for the LUMO energy is 3.58 eV. For the HOMO energy, the calculation gives -2.6 eV. The spin multiplicity is 1. The total charge is -1.

Sequential ΔE to the lowest compared entry with this formula, charge and spin output: 88.4 31.9 1.4 15.5 kcal per mole
Sequential molecular weight output: 108.12 91.16 650.14 139.91 g/mol